Record 1
Below is a cluster of 3 separate species, C29H55NO6P in total in a non-equilibrium geometry, with properties calculated with ωB97M-V/def2-TZVPD.

Geometry as XYZ:
```
92
Properties=species:S:1:pos:R:3:forces:R:3:lowdin_charge:R:1
C 0.7068 1.9673 5.1730 0.14 -0.73 -0.81 -0.09
C 1.2285 1.9144 3.6281 -1.85 0.96 1.15 -0.30
O 2.3831 1.0330 3.6088 0.25 -0.75 -2.23 -0.28
P 2.7356 0.4500 2.0449 -1.05 2.92 -2.02 0.71
O 1.9256 1.2820 1.0401 1.59 -2.22 2.14 -0.33
C 2.3627 -1.3920 2.0411 0.79 -1.22 1.07 -0.21
C 0.8860 -1.7110 2.6012 -0.50 0.85 -0.01 -0.19
C -0.1256 -2.3045 1.4939 -0.96 -0.08 1.73 -0.20
N -0.8977 -1.1610 0.9328 0.69 -0.45 -1.18 -0.04
C -0.8745 -1.1081 -0.5541 -1.37 1.14 -0.52 -0.33
C 0.5855 -1.0621 -1.2136 0.49 -0.46 -0.63 -0.08
C 1.0753 -2.4497 -1.8653 -0.32 -0.48 -0.06 -0.22
O 2.5432 -2.5851 -1.7447 -0.51 -0.51 0.59 -0.15
C -1.8255 -2.2805 -1.1381 -3.95 -4.93 -0.79 -0.50
O -1.9943 -2.4754 -2.4054 1.68 1.81 2.94 -0.10
O -2.5431 -3.1423 -0.2946 3.73 4.42 -1.95 -0.20
C -1.6176 0.2841 -0.9534 -1.79 3.47 -0.11 -0.07
C -2.1200 0.6246 -2.3755 -0.91 2.61 1.84 -0.01
C -2.8715 1.9690 -2.6937 0.61 -0.04 3.38 -0.08
C -3.1702 3.0455 -1.5925 2.49 -4.04 1.25 -0.11
C -2.6358 2.7215 -0.1691 0.35 -2.30 -2.44 -0.09
C -1.8812 1.3776 0.1491 -1.36 1.17 -3.06 -0.01
O 4.3957 0.7934 1.7481 -2.50 -0.15 0.71 -0.27
C 4.5523 2.1483 1.2215 1.08 1.73 -0.14 -0.30
C 6.0215 2.7095 1.6529 -1.65 -0.41 0.31 -0.10
H 1.2046 2.8024 5.7718 -0.68 -1.31 -0.73 0.07
H -0.4422 2.0727 5.1955 1.87 0.07 -0.07 0.08
H 0.9474 0.9170 5.5956 -0.32 1.85 -0.41 0.08
H 1.4881 2.9673 3.2282 -0.32 -1.80 0.61 0.13
H 0.3274 1.5158 3.0288 1.78 0.47 0.58 0.10
H 2.5058 -1.8987 1.0182 -0.04 1.28 1.37 0.09
H 3.1065 -1.8962 2.7611 -0.84 0.80 -1.10 0.09
H 0.4394 -0.6971 2.9378 0.45 -1.81 -0.53 0.09
H 0.8776 -2.3763 3.5413 0.50 0.86 -1.49 0.10
H 0.3590 -2.9878 0.7206 -0.50 1.12 0.96 0.11
H -0.8753 -2.9699 2.0755 1.24 0.86 -1.04 0.12
H -1.8997 -1.1980 1.1838 0.87 -0.56 -0.17 0.12
H 0.5613 -0.2833 -2.0616 0.08 -1.19 1.40 0.12
H 1.4169 -0.7358 -0.4857 -1.65 -0.32 -0.94 0.09
H 0.7964 -2.4918 -2.9841 0.48 0.04 1.89 0.13
H 0.6428 -3.3855 -1.3622 0.13 1.54 -0.76 0.12
H 2.7441 -3.3016 -1.0943 -0.46 0.98 -0.93 0.08
H -1.9902 -0.0961 -3.2493 -0.13 0.91 1.63 0.09
H -3.2775 2.2177 -3.7402 0.86 -0.79 1.71 0.07
H -3.7368 4.0138 -1.7785 0.88 -1.55 0.10 0.07
H -2.8242 3.4644 0.6920 0.39 -1.35 -1.53 0.07
H -1.5440 1.2637 1.2356 -0.42 -0.12 -1.98 0.07
H 3.8072 2.8965 1.6895 0.92 -1.44 -0.87 0.11
H 4.4349 2.1765 0.0717 0.04 -0.30 1.95 0.13
H 5.9280 2.9198 2.7866 0.58 -0.44 -1.81 0.08
H 6.1737 3.7054 1.1125 0.00 -1.47 0.68 0.07
H 6.8176 1.9309 1.4125 -0.94 1.25 0.38 0.07
C -1.2476 4.6483 -4.2218 0.19 0.00 -0.14 -0.12
C -0.7843 5.7781 -5.1326 -0.08 0.06 0.12 -0.27
C -1.8453 6.8607 -5.3407 0.10 0.09 -0.12 -0.23
C -3.1328 6.3920 -6.0248 -0.04 -0.10 0.10 -0.23
C -2.9462 5.7529 -7.4018 -0.07 0.06 0.05 -0.27
C -2.3516 6.7032 -8.4323 0.04 -0.11 -0.13 -0.12
H -2.1002 4.1131 -4.6445 0.04 0.02 0.07 0.05
H -0.4407 3.9248 -4.0806 -0.16 -0.02 0.09 0.08
H -1.5319 5.0321 -3.2390 -0.03 -0.09 -0.04 0.07
H -0.4630 5.3665 -6.0948 -0.02 0.06 -0.01 0.10
H 0.1007 6.2432 -4.6859 -0.02 0.01 -0.09 0.10
H -1.4019 7.6790 -5.9198 -0.06 -0.01 0.02 0.10
H -2.1085 7.2914 -4.3673 0.02 -0.05 -0.04 0.11
H -3.8049 7.2530 -6.1221 0.02 -0.04 -0.02 0.11
H -3.6519 5.6797 -5.3750 0.04 0.04 -0.01 0.10
H -3.9237 5.4160 -7.7621 0.05 -0.04 0.04 0.10
H -2.3221 4.8564 -7.3261 -0.05 0.05 0.04 0.10
H -2.9833 7.5876 -8.5562 0.07 -0.01 0.02 0.07
H -2.2744 6.2057 -9.4030 0.02 0.10 0.03 0.07
H -1.3494 7.0317 -8.1486 -0.05 0.02 -0.02 0.06
C 2.4587 -5.6612 3.9388 0.08 -0.09 -0.15 -0.11
C 1.1112 -5.6095 3.2302 -0.02 0.13 0.09 -0.26
C -0.0661 -5.4012 4.1842 -0.16 -0.02 -0.14 -0.23
C -0.2781 -6.5140 5.2148 0.15 0.01 0.07 -0.23
C -0.4850 -7.9132 4.6325 -0.07 0.05 0.08 -0.28
C -1.7297 -8.0262 3.7625 0.04 -0.13 -0.10 -0.11
H 2.5193 -6.5047 4.6305 0.03 0.06 0.02 0.06
H 3.2636 -5.7752 3.2074 0.01 0.02 0.11 0.07
H 2.6395 -4.7396 4.4989 0.00 -0.05 0.03 0.07
H 0.9705 -6.5210 2.6411 -0.04 0.04 0.01 0.10
H 1.1268 -4.7805 2.5153 -0.08 -0.08 0.00 0.09
H -0.9786 -5.2749 3.5913 0.06 0.01 0.05 0.10
H 0.0751 -4.4554 4.7212 0.01 -0.04 -0.03 0.10
H -1.1480 -6.2540 5.8293 0.03 -0.03 -0.04 0.11
H 0.5750 -6.5423 5.9014 -0.03 0.02 -0.02 0.10
H -0.5738 -8.6233 5.4615 0.07 0.02 -0.02 0.10
H 0.3943 -8.2223 4.0572 -0.02 0.05 0.04 0.10
H -2.6266 -7.7636 4.3307 0.04 0.03 -0.07 0.07
H -1.8465 -9.0526 3.4039 -0.06 0.09 -0.01 0.07
H -1.6724 -7.3751 2.8878 -0.06 -0.02 0.05 0.07
```
Positions in Å, forces in eV/Å.

As for the multiplicity: 1. The HOMO-LUMO gap is 0.2512 hartree. The energy above the lowest of the compared OMol25 structures with the same formula, charge and spin is 710.8 kJ/mol. The total charge is -1. The value obtained for the LUMO energy is 2.47 eV.

Record 2
Below is a structure of composition C29H56ErN2O2P3 in a non-equilibrium geometry, with properties calculated with ωB97M-V/def2-TZVPD.

Geometry as XYZ:
```
93
Properties=species:S:1:pos:R:3:forces:R:3:lowdin_charge:R:1
C 0.8211 -3.8675 -0.9569 -0.56 -0.66 0.11 -0.05
C 0.9864 -2.4767 -0.7505 1.09 1.77 0.06 -0.38
N 0.1859 -1.8128 0.1890 -0.67 -0.10 -0.35 -0.04
C -0.7913 -2.5186 0.8131 0.08 -0.54 0.55 -0.36
C -0.9272 -3.8933 0.6851 -1.00 1.28 0.53 -0.07
C -0.1253 -4.5510 -0.2375 1.09 -0.01 -0.86 -0.08
C 1.9861 -1.7684 -1.4436 -0.41 -0.37 0.11 -0.30
P 2.5753 -0.1390 -1.0427 -0.46 -1.35 -0.07 0.78
Er 0.4439 0.5257 0.7462 0.89 1.18 0.36 0.94
P -2.2124 -0.0547 1.3376 -0.40 -1.18 -0.03 0.82
C -1.7100 -1.7970 1.8020 -0.14 0.08 0.30 -0.29
C 0.1283 2.4910 -1.0870 -0.50 0.68 -0.71 -0.34
C 1.1933 3.0055 -0.1908 0.52 -0.22 0.80 -0.23
C 0.9190 3.8987 0.8215 -0.60 0.13 -0.46 -0.16
C -0.3895 4.3203 1.0679 0.02 0.88 0.95 -0.18
C -1.4689 3.7897 0.3502 0.02 -1.04 -0.46 -0.16
C -1.2830 2.8306 -0.6256 0.36 -0.22 0.01 -0.16
O 0.1860 -2.3895 -5.8550 -1.06 -0.15 0.61 -0.08
O -1.5487 -0.7554 -2.3293 1.26 1.09 0.40 -0.08
H 1.4819 -4.3314 -1.6910 -0.34 -0.05 0.28 0.11
H -1.7136 -4.3897 1.2493 0.22 -0.01 -0.19 0.10
H -0.2476 -5.6056 -0.3859 0.00 -0.43 -0.06 0.10
C 4.2912 -0.4263 -0.4719 0.56 0.27 0.21 -0.26
C 2.8730 0.6309 -2.6695 -0.01 0.37 -0.14 -0.26
H -2.6544 -2.3528 1.9131 0.36 -0.07 -0.02 0.09
H -1.2414 -1.7680 2.8072 -0.09 0.05 -0.49 0.07
H -0.2567 -1.5284 -5.9059 0.30 -0.23 -0.08 0.03
H 2.5263 -2.3390 -2.2045 -0.04 0.13 0.22 0.06
C -3.2879 0.4281 2.7255 0.00 0.19 0.33 -0.26
C -3.4640 -0.4452 0.0661 -0.08 0.19 -0.31 -0.26
H 2.1982 2.5995 -0.3446 -0.11 0.52 -0.06 0.06
H 1.7223 4.3168 1.4175 0.02 -0.12 -0.08 0.09
H -0.5975 5.0274 1.8646 0.13 -0.02 -0.09 0.08
H -2.4868 4.0991 0.6152 0.34 -0.08 -0.18 0.10
H -2.0953 2.4641 -1.2669 0.18 0.19 0.46 0.08
H 0.4330 1.4433 -1.1598 -0.68 -1.75 -0.79 -0.04
H -1.4855 -0.0232 -2.9769 -0.04 -0.57 0.52 0.06
H -0.8227 -0.5472 -1.6686 -1.02 -0.64 -1.23 0.02
H -0.4398 -2.9015 -5.2934 0.78 0.39 -0.51 0.05
H 0.2430 2.6752 -2.1688 0.20 0.56 -0.13 0.11
H 4.9768 -0.4832 -1.3239 -0.08 -0.06 0.08 0.04
H 4.6266 0.3880 0.1778 0.03 -0.05 -0.10 0.01
H 4.3675 -1.3609 0.0912 -0.20 0.15 -0.11 0.04
H 3.7898 0.2334 -3.1142 -0.13 0.02 0.01 0.04
H 2.0359 0.4061 -3.3359 0.06 0.08 0.14 0.04
H 2.9702 1.7159 -2.5639 0.04 -0.07 -0.11 0.04
H -4.3061 -1.0059 0.5055 0.34 0.17 -0.13 0.05
H -3.8308 0.5017 -0.3543 -0.01 -0.26 0.08 0.05
H -3.0003 -1.0047 -0.7606 -0.25 0.17 0.38 0.02
H -4.1333 -0.2709 2.8275 0.31 0.20 -0.02 0.05
H -2.7165 0.4644 3.6648 -0.19 0.01 -0.28 0.03
H -3.6769 1.4357 2.5170 0.09 -0.27 0.11 0.05
C 4.1739 1.8609 2.5455 -0.08 0.00 -0.10 -0.09
C 3.4010 1.9199 3.8773 0.05 -0.44 0.66 -0.60
C 4.3785 1.7966 5.0521 0.24 0.50 -0.11 -0.09
C 2.6842 3.2822 3.9094 0.05 0.06 -0.11 -0.08
P 2.1113 0.5445 3.9478 -1.25 0.22 -2.66 0.90
N 1.4113 0.5446 2.5318 -0.14 -0.29 0.31 -0.41
C 2.8641 -1.1668 4.1765 0.08 0.53 0.37 -0.60
C 3.2163 -1.3898 5.6470 0.35 -0.51 -0.06 -0.09
C 1.8886 -2.2470 3.6759 -0.02 0.00 -0.11 -0.08
C 4.1311 -1.2890 3.3049 0.06 -0.14 -0.07 -0.08
C 0.7469 0.9256 5.2001 0.97 -0.46 0.34 -0.60
C -0.0937 -0.3487 5.4231 -0.22 0.09 0.07 -0.09
C 1.3764 1.3622 6.5299 -0.50 -0.02 0.36 -0.09
C -0.1913 2.0072 4.6637 -0.10 -0.03 -0.09 -0.09
H 4.7528 2.7929 2.4489 -0.08 -0.24 0.07 0.09
H 3.4801 1.8061 1.6937 0.14 -0.02 0.29 0.05
H 4.8723 1.0177 2.4918 -0.21 0.29 0.00 0.06
H 5.0411 2.6725 5.0046 0.04 -0.20 0.20 0.09
H 3.8659 1.8055 6.0212 0.25 0.00 -0.22 0.06
H 4.9977 0.8956 4.9734 -0.11 0.26 0.08 0.06
H 1.9336 3.3458 3.1078 0.20 -0.12 0.44 0.05
H 2.2145 3.5067 4.8756 0.20 -0.04 -0.31 0.06
H 3.4404 4.0592 3.7104 -0.19 -0.16 0.13 0.09
H 2.3284 -1.4472 6.2787 0.19 0.00 -0.02 0.06
H 3.7357 -2.3533 5.7113 -0.01 0.06 0.21 0.09
H 3.8886 -0.6175 6.0348 -0.14 -0.19 -0.01 0.07
H 1.5562 -2.0441 2.6503 0.11 0.04 0.23 0.06
H 2.4240 -3.2053 3.6647 -0.08 0.11 0.08 0.09
H 1.0064 -2.3606 4.3087 0.16 -0.01 -0.09 0.06
H 3.9216 -1.0661 2.2449 0.02 0.02 0.50 0.06
H 4.9641 -0.6642 3.6582 -0.31 -0.23 -0.14 0.07
H 4.4630 -2.3393 3.3546 -0.05 0.28 0.02 0.09
H 0.4564 -1.1618 5.9215 -0.29 0.37 -0.25 0.06
H -0.9397 -0.0714 6.0731 0.21 -0.11 -0.11 0.09
H -0.5180 -0.7142 4.4736 0.25 0.11 0.33 0.05
H 1.8695 2.3366 6.4471 -0.12 -0.26 0.10 0.06
H 0.5539 1.4605 7.2530 0.25 0.07 0.07 0.09
H 2.0885 0.6232 6.9261 -0.25 0.30 -0.11 0.07
H -0.5462 1.7669 3.6573 0.13 0.00 0.09 0.05
H 0.2648 2.9940 4.6295 -0.09 -0.08 0.00 0.06
H -1.0660 2.0565 5.3211 0.06 0.04 0.05 0.09
```
Positions in Å, forces in eV/Å.

As for the multiplicity: 4. As for the expectation value of S²: 3.753. The HOMO-LUMO gap (alpha / beta) is 0.2180 / 0.2185 hartree. The total charge is 0. The value obtained for the LUMO energy (alpha / beta) is 0.36 / 0.36 eV.

Record 3
Below is a structure of composition C29H56F2IN6O12PS in a non-equilibrium geometry, with properties calculated with ωB97M-V/def2-TZVPD.

Geometry as XYZ:
```
108
Properties=species:S:1:pos:R:3:forces:R:3:lowdin_charge:R:1
C 2.0379 -2.4950 -2.9610 -0.69 -0.20 -0.11 -0.13
C 1.9786 -3.4488 -4.2626 0.45 -1.06 1.40 -0.21
C 0.5198 -4.1118 -4.3068 0.36 -1.21 0.80 -0.21
N -0.4556 -3.5032 -5.2457 -0.93 1.76 0.98 -0.02
C -1.2790 -2.4593 -4.6771 -1.44 0.97 0.63 -0.09
C -2.5885 -2.9533 -3.9484 0.08 3.76 0.49 0.07
C -3.5550 -1.9564 -3.2746 3.80 0.78 -2.24 0.03
C -3.2199 -0.4363 -3.3230 0.53 -1.03 -0.81 -0.05
C -4.3294 0.5101 -2.6038 0.97 -1.77 -0.11 -0.04
C -3.9804 0.5032 -1.0475 -0.26 4.34 3.27 -0.27
O -4.1139 1.5135 -0.3063 0.66 -5.47 -3.60 0.09
F -3.4535 -0.7110 -0.4474 -1.23 2.46 -1.89 0.01
C -1.9284 0.1436 -4.0107 -1.04 -4.53 -0.40 -0.10
P -1.6274 1.9963 -3.9499 -0.94 4.53 3.04 0.67
O -2.1782 2.6808 -2.6655 1.01 -2.64 -3.23 -0.34
O -2.4854 2.6934 -5.2454 1.82 -1.09 2.05 -0.17
O 0.0431 2.4247 -3.9518 -3.06 -1.84 -0.65 -0.18
C -0.9728 -0.9096 -4.7168 -3.45 -0.51 1.59 -0.12
S 0.5243 -0.2758 -5.6011 5.83 -1.16 -0.74 0.82
O 1.0899 -1.2232 -6.6137 -3.04 2.21 2.01 -0.32
O 1.6540 0.0906 -4.6565 -4.62 -0.03 -2.23 -0.31
F -0.0154 1.0679 -6.4945 0.48 -2.39 2.02 -0.22
C -4.7690 -2.7619 -2.6376 -0.20 0.83 0.37 -0.39
O -5.7550 -2.3660 -1.9758 4.07 -1.87 -2.73 0.06
N -4.4289 -4.1580 -3.0272 0.33 -0.55 0.90 -0.39
I -4.4868 -5.5153 -1.4514 -0.53 0.19 -0.27 0.96
C -3.1780 -4.4199 -3.7626 1.62 0.63 -1.52 -0.45
O -2.6889 -5.4822 -4.1908 -2.38 3.76 2.12 0.05
H 2.9026 -1.7539 -3.0404 -1.38 -0.92 0.28 0.08
H 1.0035 -1.9739 -2.9080 1.91 -0.33 0.00 0.06
H 2.1060 -3.1030 -1.9655 0.11 0.91 -1.94 0.08
H 2.7206 -4.3145 -4.0507 -1.14 1.34 -0.53 0.11
H 2.3254 -2.9557 -5.2293 -0.80 -0.49 1.33 0.10
H 0.5485 -5.2493 -4.5216 0.12 1.88 0.15 0.13
H 0.0833 -4.0302 -3.2375 0.58 -0.13 -1.75 0.13
H -0.1029 -3.3166 -6.1880 0.07 0.28 0.68 0.12
H -4.3702 1.5436 -3.0808 0.34 -1.31 1.33 0.12
H -5.3604 0.0184 -2.7222 1.59 0.53 0.23 0.13
H -2.8926 3.5237 -4.8724 0.65 -0.83 -0.34 0.08
H 0.4330 1.9619 -3.1738 -0.20 0.39 -0.56 0.08
C 0.0170 0.5874 4.0266 0.24 0.17 0.11 -0.07
C -1.2410 1.0402 3.2913 0.03 -0.44 -0.02 -0.43
C -2.5451 0.4892 3.9054 -0.15 0.19 -0.29 -0.20
O -2.8062 -0.8775 3.6000 0.10 0.24 0.41 -0.19
C -2.1177 -1.8052 4.4214 -0.15 -0.15 -0.34 -0.11
N -1.1198 0.6810 1.8730 -0.25 -0.02 0.03 0.05
H 0.2842 -0.4483 3.8062 -0.11 0.03 -0.01 0.05
H 0.8711 1.2037 3.7301 -0.12 -0.06 -0.03 0.08
H -0.1031 0.6878 5.1089 0.01 -0.04 -0.04 0.08
H -1.2825 2.1327 3.3645 -0.12 -0.07 -0.03 0.14
H -3.3816 1.0496 3.4748 0.05 -0.13 -0.05 0.12
H -2.5831 0.6589 4.9885 0.13 -0.10 0.05 0.12
H -2.0021 -1.4427 5.4470 0.07 0.06 -0.04 0.09
H -1.1433 -2.0410 3.9877 0.13 -0.02 0.21 0.07
H -2.6983 -2.7301 4.4450 -0.05 0.11 -0.02 0.09
H -1.9168 1.0657 1.3678 0.13 0.05 -0.03 0.06
H -1.2548 -0.3285 1.8052 0.08 0.15 0.00 0.07
C 3.0878 -2.5837 3.5255 -0.03 0.16 0.28 -0.07
C 3.1545 -1.8415 2.1944 0.10 -0.43 -0.05 -0.43
C 2.2894 -2.4811 1.0883 0.18 0.29 -0.20 -0.20
O 2.8513 -3.6579 0.5082 -0.44 0.16 0.24 -0.21
C 2.6332 -4.8417 1.2581 0.31 -0.08 -0.25 -0.11
N 4.5596 -1.7278 1.7814 -0.16 -0.01 -0.28 0.04
H 3.6722 -3.5061 3.5240 -0.04 0.06 -0.09 0.07
H 3.4883 -1.9582 4.3286 0.00 -0.09 -0.11 0.07
H 2.0547 -2.8326 3.7846 0.03 -0.02 -0.02 0.07
H 2.7666 -0.8314 2.3678 -0.02 -0.05 -0.15 0.13
H 2.2086 -1.7610 0.2666 0.07 -0.10 0.00 0.12
H 1.2663 -2.6694 1.4363 0.02 -0.12 0.11 0.12
H 1.6627 -4.8382 1.7629 0.04 0.08 0.05 0.09
H 3.4393 -4.9826 1.9810 -0.15 -0.08 0.17 0.07
H 2.6611 -5.6878 0.5678 -0.03 0.11 -0.03 0.09
H 4.6082 -1.1525 0.9423 0.05 0.05 0.15 0.07
H 4.8567 -2.6496 1.4593 0.01 0.13 0.15 0.07
C 4.2982 -1.1341 10.1487 -0.06 0.09 0.29 -0.08
C 4.3653 -0.3935 8.8168 0.14 -0.41 -0.06 -0.43
C 3.5024 -1.0360 7.7104 0.15 0.24 -0.18 -0.20
O 4.0655 -2.2105 7.1343 -0.40 0.15 0.25 -0.20
C 3.8489 -3.3942 7.8842 0.30 -0.07 -0.25 -0.11
N 5.7705 -0.2780 8.4056 -0.17 -0.01 -0.26 0.04
H 4.8842 -2.0552 10.1485 -0.04 0.06 -0.10 0.06
H 4.6970 -0.5065 10.9511 0.00 -0.05 -0.14 0.08
H 3.2656 -1.3844 10.4071 0.05 -0.02 -0.02 0.08
H 3.9756 0.6162 8.9885 0.00 -0.05 -0.13 0.13
H 3.4220 -0.3171 6.8877 0.08 -0.10 -0.01 0.12
H 2.4792 -1.2260 8.0570 0.02 -0.11 0.11 0.12
H 2.8780 -3.3923 8.3882 0.04 0.07 0.05 0.09
H 4.6546 -3.5337 8.6080 -0.15 -0.09 0.17 0.07
H 3.8787 -4.2404 7.1941 -0.03 0.12 -0.03 0.09
H 5.8193 0.2962 7.5658 0.05 0.04 0.14 0.07
H 6.0694 -1.1998 8.0850 0.00 0.13 0.14 0.07
C -2.0013 9.2174 -5.4645 0.03 0.30 0.00 -0.07
C -2.3179 8.1895 -6.5461 0.11 -0.21 0.39 -0.43
C -3.5103 7.2743 -6.1963 0.09 -0.12 -0.36 -0.20
O -3.2081 6.2511 -5.2521 -0.31 0.22 -0.04 -0.21
C -3.2339 6.6725 -3.8965 0.22 -0.31 0.10 -0.10
N -1.1061 7.4104 -6.8328 -0.27 -0.20 -0.06 0.04
H -1.4870 8.7809 -4.6061 -0.07 -0.06 -0.09 0.06
H -1.3449 9.9962 -5.8632 -0.05 -0.14 0.01 0.08
H -2.9128 9.7045 -5.1069 0.04 -0.04 0.01 0.08
H -2.5886 8.7451 -7.4509 -0.05 -0.14 0.01 0.13
H -3.8097 6.7494 -7.1099 0.07 -0.05 0.10 0.12
H -4.3824 7.8552 -5.8728 0.06 0.05 0.15 0.12
H -3.9982 7.4328 -3.7124 0.06 0.04 -0.09 0.09
H -2.2499 7.0406 -3.6000 -0.10 0.15 0.13 0.08
H -3.4579 5.8007 -3.2773 -0.01 0.02 -0.08 0.08
H -1.2944 6.7897 -7.6182 0.11 0.13 -0.01 0.07
H -0.9634 6.7716 -6.0496 0.08 0.18 -0.08 0.07
```
Positions in Å, forces in eV/Å.

As for the multiplicity: 1. The HOMO-LUMO gap is 0.2388 hartree. The total charge is 0. The value obtained for the LUMO energy is -2.61 eV.